#w
2 unconnected molecules or ions with the total composition C2H8N5, computed with ωB97M-V/def2-TZVPD.

```
! RIJCOSX wB97M-V def2-TZVPD def2/J DEFGRID3
* xyz 1 1
N -1.08253 0.06525 0.52005
N -2.17455 0.23621 0.20824
N -3.22290 0.49367 -0.17983
N 2.78434 0.38808 -0.49096
N 1.76898 0.12783 0.30229
C -4.38642 -0.12560 -0.69510
C 3.98573 -0.03373 -0.52373
H 4.52061 0.32026 -1.32671
H -4.17259 -0.67431 -1.63282
H 4.48636 -0.67457 0.20053
H -4.64335 -0.83972 0.09203
H 0.73374 0.36141 0.21012
H 1.99963 -0.38238 1.14532
H 2.32116 0.93323 -1.23562
H -5.15220 0.65366 -0.68330
*
```

Output
E_LUMO: -4.1768 eV

#x
A molecular structure, C2H8N5, computed with ωB97M-V/def2-TZVPD.

```
! RIJCOSX wB97M-V def2-TZVPD def2/J DEFGRID3
* xyz 1 1
N 1.41665 -1.78488 0.07509
N 1.63816 0.51697 -0.01903
N -1.48103 0.56026 0.89448
N 1.00606 1.64551 -0.52671
N -0.84880 -0.38277 0.16895
C 1.09290 -0.61818 0.12025
C -1.41686 -1.05777 -0.75821
H -0.71340 -1.69656 -1.32120
H -1.05346 0.96480 1.66009
H 1.55558 2.30781 -0.93499
H 2.60271 0.56763 0.06257
H -2.48680 -1.05841 -0.95719
H 0.46573 2.05970 0.19173
H 0.75739 -2.55555 0.30429
H -2.53483 0.53144 1.03988
*
```

Output
E_LUMO: -3.7422 eV

#y
A gas-phase ion, C2H8N5 (charge +1), computed with ωB97M-V/def2-TZVPD.

```
! RIJCOSX wB97M-V def2-TZVPD def2/J DEFGRID3
* xyz 1 1
N 1.26394 0.33143 1.54222
N 1.41692 0.71255 -0.84692
N 2.70504 1.15468 -0.55836
N -0.48151 -0.62256 -0.22943
N -2.85987 -0.96513 -0.00559
C -1.67934 -0.44985 0.31486
C 0.77676 0.09573 0.10693
H 0.80429 -0.24195 2.18653
H -3.68461 -0.76305 0.50984
H -3.08828 -1.54333 -0.76704
H 1.16529 0.70960 -1.80830
H -1.85023 0.27971 1.16801
H -0.43279 -1.40023 -0.94213
H 3.01898 1.97345 -1.03288
H 2.92539 0.72894 0.36226
*
```

Output
E_LUMO: -4.1699 eV
structure (SMILES): [H]/N=C(NN)\[NH+]=C\N

#z
2 unconnected molecules or ions with the total composition C2H8N5, computed with ωB97M-V/def2-TZVPD.

```
! RIJCOSX wB97M-V def2-TZVPD def2/J DEFGRID3
* xyz 1 1
N -2.31517 -0.33680 -0.04307
N -0.08698 -0.29286 -2.53734
N -0.14237 -0.17442 0.94875
N -0.51199 0.39922 1.96614
N -3.18839 0.36494 -0.04173
C 0.43291 0.91185 2.87908
C -1.02968 -0.74279 -0.01266
H -0.55812 -0.49626 -1.12850
H 0.06048 1.87860 3.22711
H 1.44673 0.97379 2.47657
H -0.60930 -0.91194 -3.14839
H -0.94617 -1.83464 0.03981
H 0.89844 -0.52856 -2.60527
H 0.42038 0.25126 3.75155
H -0.21297 0.65644 -2.87450
*
```

Output
E_LUMO: -5.1056 eV

Winner for stability: #y

#w
A molecular structure, C40H30F6GeIN4O10S2Zr, computed with ωB97M-V/def2-TZVPD.

```
! RIJCOSX wB97M-V def2-TZVPD def2/J DEFGRID3
* xyz -1 1
I 7.38381 1.66892 -0.26524
Zr -0.30934 0.09662 0.08863
Ge 0.27672 -2.98082 -2.32812
S -0.96634 -1.96855 2.53222
S -2.50142 1.45571 2.29944
F -2.93710 4.06378 1.90358
F -0.89163 3.45953 1.52786
F -2.43730 3.01825 0.07491
F -0.63220 -3.90600 4.25731
F 0.94157 -3.79670 2.78034
F -0.99472 -4.60377 2.24022
O -2.35982 -2.08291 2.85172
O 0.39124 0.77618 1.89277
O 1.86305 -0.77097 -2.20239
O 0.89582 2.24158 -3.01293
O -2.13829 0.53702 1.10316
O 4.02489 -1.12426 -2.06405
O -3.95830 1.48608 2.44221
O -0.67657 -1.94502 1.05125
O 1.52591 0.47797 3.86240
O 0.43475 1.66415 -0.91356
N -0.15416 -0.99271 3.33846
N -2.23082 -0.12087 -1.45952
N 1.89425 -0.82868 0.69532
N -3.47211 -1.70894 -0.27785
C 5.01497 1.94704 -2.12243
C 3.00022 -1.59464 2.66574
C 0.64935 -3.29447 -7.06825
C -4.58051 -0.35630 -1.89298
C -3.83022 -3.81620 -2.57708
C -3.41377 -0.70642 -1.18311
C 2.88822 -5.04190 0.30921
C 0.38762 -4.42292 -6.30168
C -1.48995 -3.73502 -1.95701
C 0.73009 -1.96279 -5.06441
C 3.96830 -2.21179 1.89661
C -3.27695 1.14114 -3.21789
C 0.81967 -2.06595 -6.44812
C 3.95446 -5.38635 -0.51008
C 1.79943 -4.36346 -0.21962
C 2.70037 2.02715 -1.47088
C 2.94456 -1.09333 -1.52226
C -2.18579 0.76898 -2.47640
C -4.50961 0.56778 -2.89755
C -1.74749 -4.67619 -0.96259
C 0.47541 -1.11428 -1.77833
C 3.91309 -2.08329 0.51906
C 2.86140 -1.38110 -0.04321
C -2.17592 3.09219 1.38700
C 0.29609 -4.31412 -4.92183
C 3.92824 -5.04534 -1.85507
C 1.98694 -0.90473 2.02490
C -4.07129 -4.74884 -1.57782
C -0.37806 -3.66374 2.97096
C -2.54972 -3.31775 -2.76388
C 3.67522 2.04127 -2.45972
C 1.25789 2.03148 -1.87716
C 3.06602 1.93104 -0.13221
C 2.83148 -4.37502 -2.38057
C 0.89588 -0.13817 2.77083
C 1.74572 -4.03262 -1.57330
C 0.46672 -3.08547 -4.28194
C 4.40596 1.84280 0.21687
C -3.02794 -5.17937 -0.77240
C 5.36453 1.84485 -0.78415
H 2.82729 -4.10442 -3.43064
H -2.37477 -2.59178 -3.55244
H -5.51108 -0.84479 -1.63688
H 4.77446 -2.76344 2.36310
H 0.25187 -5.38550 -6.78009
H -5.07050 -5.13996 -1.42820
H 3.00782 -1.62422 3.74563
H 2.30485 1.91099 0.63856
H 0.08312 -5.20135 -4.33315
H 2.91030 -5.28410 1.36435
H -1.22092 1.22167 -2.67212
H -4.35786 -1.86704 0.17152
H -0.94780 -5.02855 -0.32493
H 5.77448 1.93152 -2.89140
H -2.68264 -1.85516 0.32829
H 4.76495 -5.29486 -2.49630
H -4.64002 -3.47357 -3.21001
H -5.40310 0.84220 -3.44481
H 3.36542 2.09654 -3.49465
H 4.67002 -2.49089 -0.13366
H -0.08318 -0.57128 -2.54659
H 1.02653 -1.18258 -7.03986
H -3.20972 -5.90468 0.01133
H 0.72026 -3.37451 -8.14624
H 4.80888 -5.91010 -0.09833
H 0.88213 -0.99843 -4.59438
H 0.99793 -4.05832 0.43733
H -3.17050 1.87116 -4.00633
H 4.69190 1.76127 1.25671
H 0.80682 0.78772 4.42772
*
```

Output
E_LUMO: 1.9815 eV

#x
A molecular structure, C40H30F6GeIN4O10S2Zr, computed with ωB97M-V/def2-TZVPD.

```
! RIJCOSX wB97M-V def2-TZVPD def2/J DEFGRID3
* xyz -1 1
I 6.98363 3.89085 0.20907
Zr -0.63164 1.53322 1.08694
Ge -0.07525 -1.58496 -1.37787
S -2.56623 2.89121 3.41128
S -1.16368 -0.50707 3.56019
F 0.79161 -2.28206 3.84526
F -2.49413 4.35646 1.08767
F -1.16399 -3.15765 3.57103
F -2.96218 5.49343 2.87380
F -0.92525 4.90768 2.48069
F -0.64505 -2.22891 5.45253
O 1.48642 0.63481 -1.25632
O -2.38572 1.86659 2.24250
O -0.85366 -0.53975 2.08326
O -3.99734 3.07146 3.65379
O 3.65529 0.29597 -1.15894
O 0.16575 2.31335 2.81631
O 0.03898 3.08423 -0.00515
O 1.30291 2.02170 4.78516
O -2.55260 -0.66857 3.87381
O 0.34290 3.48664 -2.17830
N 1.60963 0.65929 1.63167
N -3.72680 -0.27787 1.01622
N -0.38838 0.54927 4.30336
N -2.64572 1.24737 -0.37407
C 2.58415 0.31118 -0.59934
C 2.68066 3.62824 0.58000
C 4.50831 3.73761 -1.51715
C 1.72877 0.61108 2.96004
C 3.15166 3.64231 -1.77992
C 1.21614 -2.76151 -0.49902
C 0.61216 -3.02861 -5.29164
C 1.93470 -4.14062 1.35814
C -3.89723 2.57854 -1.92719
C -1.90254 -2.27610 -1.29371
C -0.50388 -2.13520 4.13108
C 4.93771 3.77681 -0.19846
C 0.58839 -0.53938 -4.06591
C 0.82353 -0.64130 -5.43291
C 2.53874 0.05473 0.88499
C 0.36096 -1.67693 -3.29358
C 0.78456 3.38396 -1.05642
C 3.12657 -4.42047 0.70335
C -3.57646 -3.88779 -0.61402
C 0.99194 -3.31229 0.76269
C -4.52095 -3.26289 -1.41512
C -3.78874 0.70488 0.08370
C -5.03769 1.11001 -0.42351
C 2.74140 -0.08130 3.59692
C -5.08559 2.04832 -1.41907
C 0.37532 -2.92015 -3.92850
C 2.23698 3.58073 -0.73706
C -4.15873 -2.15429 -2.16913
C 3.58521 -0.65625 1.44214
C 2.41952 -3.05423 -1.14511
C -2.86200 -1.66878 -2.10556
C 0.83643 -1.88461 -6.04780
C 0.10317 0.28569 -0.80867
C 3.37021 -3.87168 -0.54916
C -2.19815 4.50044 2.39945
C -2.27461 -3.40227 -0.56310
C 4.03739 3.72886 0.85415
C -2.71769 2.15652 -1.37036
C 0.65628 1.39882 3.70848
C 3.67342 -0.74261 2.82023
H 1.96911 3.57325 1.39471
H 0.61980 -4.00392 -5.76410
H -4.50149 -0.34507 1.65546
H 5.22406 3.75997 -2.32736
H -6.04280 2.37110 -1.81044
H 2.77199 -0.08666 4.67690
H 3.86399 -5.06387 1.16895
H 2.78664 3.58412 -2.79670
H -3.88641 3.31595 -2.71623
H 0.59574 2.39743 5.32471
H 2.62467 -2.63103 -2.12226
H 0.19711 -3.82270 -3.35083
H -5.93607 0.66401 -0.01750
H -4.88781 -1.66161 -2.80135
H 1.74017 -4.55748 2.33874
H 0.60161 0.43912 -3.60002
H -0.46554 0.81015 -1.58399
H -3.84978 -4.75752 -0.02867
H 4.38319 3.75831 1.87867
H -1.77223 2.55728 -1.71618
H 1.00194 0.25500 -6.01509
H -5.53546 -3.64099 -1.45575
H -2.59497 -0.80453 -2.70678
H 4.30103 -4.07817 -1.06435
H 4.47867 -1.30247 3.27973
H 1.02215 -1.96369 -7.11230
H 4.31641 -1.10173 0.78524
H 0.07735 -3.08278 1.29629
H -1.54777 -3.91075 0.06058
H -2.83481 -0.44683 1.46202
*
```

Output
E_LUMO: 1.9930 eV

Winner for stability: #w

#w
A single C3H6O molecule, computed with ωB97M-V/def2-TZVPD.

```
! RIJCOSX wB97M-V def2-TZVPD def2/J DEFGRID3
* xyz 0 1
O 0.77679 -1.35074 0.75699
C -0.30686 0.71916 1.09342
C 0.21172 -0.45239 0.23943
C 0.18220 -0.44010 -1.16446
H -0.82338 -0.38356 -1.58127
H 0.72131 0.46503 -1.44411
H -1.31495 0.84111 0.69721
H 0.59669 -1.30812 -1.67715
H -0.31133 0.26968 2.08642
H 0.26785 1.63994 0.99348
*
```

Output
E_LUMO: 0.9663 eV
structure (SMILES): CC(C)=O

#x
A molecular structure, C3H6O, computed with ωB97M-V/def2-TZVPD.

```
! RIJCOSX wB97M-V def2-TZVPD def2/J DEFGRID3
* xyz 0 1
O -1.23968 0.24345 -0.44581
C 0.80186 -0.12118 0.05339
C -0.14849 1.04810 -0.08161
C -0.54737 -0.93083 0.00891
H 0.08885 1.82344 -0.87779
H 1.38265 -0.23200 1.00024
H 1.44146 -0.30582 -0.85280
H -0.53203 -1.78400 -0.70873
H -0.29891 1.50377 0.95783
H -0.94834 -1.24493 0.94638
*
```

Output
E_LUMO: 1.1696 eV

Winner for stability: #w